Formula: C2H2O2
Source: the OMol25 dataset
Level of theory: ωB97M-V/def2-TZVPD

Computed properties:
Orbital gap (eV): 9.26
Highest occupied orbital energy (eV): -10.1862
Molecular weight (g/mol): 58.0
LUMO level (hartree): -0.0340
Relative energy (zero: lowest compared OMol25 entry of this formula, charge and spin) (kcal per mole): 13.8
SMILES string: O=CC=O

Structure (ORCA input):
```
! wB97M-V def2-TZVPD RIJCOSX def2/J DEFGRID3
* xyz 0 1
O -1.32 -1.08 0.07
C -0.81 0.04 -0.11
H 1.32 1.05 0.30
C 0.76 0.02 0.08
H -1.28 1.03 -0.26
O 1.33 -1.06 -0.08
*
```

=====

Formula: C2H2O2
Source: the OMol25 dataset
Level of theory: ωB97M-V/def2-TZVPD

Computed properties:
Orbital gap (eV): 11.09
Highest occupied orbital energy (eV): -10.2898
Molecular weight (g/mol): 58.0
LUMO level (hartree): 0.0295
Relative energy (zero: lowest compared OMol25 entry of this formula, charge and spin) (kcal per mole): 28.6
SMILES string: O=C1CO1

Structure (ORCA input):
```
! wB97M-V def2-TZVPD RIJCOSX def2/J DEFGRID3
* xyz 0 1
O -0.31 1.55 0.78
C 0.02 0.23 0.25
H -0.58 -0.57 0.23
O 1.42 0.61 2.34
C 0.65 0.82 1.46
H 0.76 0.43 -0.66
*
```

=====

Formula: C2H2O2
Source: the OMol25 dataset
Level of theory: ωB97M-V/def2-TZVPD

Computed properties:
Orbital gap (spin up / spin down) (eV): 8.50 / 6.72
Highest occupied orbital energy (spin up / spin down) (eV): -8.0272 / -10.0427
Molecular weight (g/mol): 58.0
LUMO level (spin up / spin down) (hartree): 0.0174 / -0.1221
Relative energy (zero: lowest compared OMol25 entry of this formula, charge and spin) (kcal per mole): 146.2

Structure (ORCA input):
```
! wB97M-V def2-TZVPD RIJCOSX def2/J DEFGRID3
* xyz 0 3
H -1.90 0.72 -0.77
O -1.68 -1.03 0.00
C 1.21 -0.62 0.26
C 0.10 -1.01 0.08
H 2.13 -0.35 0.49
O -2.03 0.24 0.17
*
```